# C7H10

An isolated molecule of C7H10 (ωB97M-V with the def2-TZVPD basis set, OMol25).

The calculation puts the energy at -7416.1777 eV. Its HOMO energy (alpha / beta) is -8.126 / -8.128 eV. As for the HOMO-LUMO gap (alpha / beta): 7.12 / 7.12 eV. As for the LUMO energy (alpha / beta): -1.0 / -1.0 eV.

Each line ends with the Löwdin charge.
Geometry (Å):
C  1.108  -0.083  -1.354  -0.06
C  0.384  0.853  -0.362  -0.39
C  -1.154  0.738  -0.409  -0.23
C  -1.705  -0.678  -0.297  -0.10
C  0.917  0.505  0.958  0.04
C  1.039  -0.187  1.991  -0.18
C  1.142  -0.998  3.052  0.09
H  0.747  0.099  -2.373  0.09
H  2.188  0.091  -1.325  0.08
H  0.930  -1.131  -1.096  0.08
H  0.659  1.881  -0.628  0.13
H  -1.503  1.201  -1.339  0.11
H  -2.798  -0.658  -0.237  0.07
H  -1.435  -1.290  -1.163  0.07
H  -1.335  -1.181  0.602  0.07
H  -1.555  1.354  0.402  0.11
H  1.965  -0.752  3.738  0.01

Cartesian forces (eV/Å) of the 2 atoms listed first:
C 0.1 -0.1 0.0
C 0.1 0.1 0.1